1.
This record from OMol25 describes a 3-piece molecular cluster, C3H12N2O2 overall in a non-equilibrium geometry. The level of theory is wB97M-V/def2-TZVPD.

Last column: natural (NBO) charge in e.
Element x y z (Å)
C  0.0652  -1.2444  2.2017  -0.61
C  -0.0166  -1.2286  0.6542  -0.21
N  -0.4661  0.3649  -2.0450  -0.85
C  -0.7592  0.6529  -0.6579  0.41
N  -1.0458  -0.2950  0.1292  -0.64
H  0.4811  -2.2269  2.4917  0.21
H  0.7157  -0.3835  2.4050  0.20
H  -0.9202  -1.0930  2.6020  0.22
H  0.9244  -0.9286  0.2094  0.18
H  -0.3339  -2.2280  0.3687  0.18
H  -0.6186  -0.6316  -2.1704  0.36
H  -1.2992  0.6968  -2.5572  0.39
H  -1.0546  1.7165  -0.4620  0.16
H  -4.3496  -0.4156  -0.3198  0.47
H  -2.8556  -0.5541  -0.6195  0.49
O  -3.6745  -0.1578  -0.9703  -0.96
H  4.7470  1.9490  -0.5051  0.47
H  5.6889  3.0959  -0.2570  0.47
O  4.7717  2.9110  -0.4977  -0.93

Cartesian forces (eV/Å) of the 2 atoms listed first:
C 0.8 0.4 -1.6
C -1.8 -0.9 -0.4

Computed properties:
- E (Ha) = -381.4058
- LUMO level (eV) = 0.31
- frontier orbital gap (Eh) = 0.312
- structure (SMILES) = CC/N=C\N.O.O

2.
This record from OMol25 describes an isolated ion of composition CH5N2S and charge +1 in a non-equilibrium geometry. The level of theory is wB97M-V/def2-TZVPD.

Last column: Mulliken spin population.
Element x y z (Å)
C  0.0709  0.0876  0.2696  0.86
N  0.3920  -1.1729  -0.9678  0.05
N  -0.7333  1.0605  -0.0561  0.42
S  -1.3134  2.1703  1.0106  0.66
H  0.3013  0.0897  1.2606  0.03
H  1.0444  -1.8581  -0.5540  0.00
H  0.9591  -0.7705  -1.7157  0.01
H  -1.2169  1.1674  -1.0333  -0.03
H  -0.8125  1.6359  2.1123  0.00

Cartesian forces (eV/Å) of the 2 atoms listed first:
C 4.7 -7.5 -3.8
N -0.7 3.1 3.6

Computed properties:
- E (Ha) = -548.3064
- <S²> = 2.009
- multiplicity = 3
- LUMO level (alpha / beta) (eV) = -4.75 / -8.83
- frontier orbital gap (alpha / beta) (Eh) = 0.268 / 0.225
- net charge = +1

3.
This record from OMol25 describes C37H30Br2F4N3O12P2Sc as an isolated structure. The level of theory is wB97M-V/def2-TZVPD.

Last column: Mulliken charge in e.
Element x y z (Å)
Sc  0.3128  -0.5734  -0.7156  -0.48
O  3.0039  -3.2706  -1.4062  -0.68
C  2.7556  -2.1609  -0.9919  0.17
O  1.9249  -1.3191  -1.5593  -0.44
C  3.4118  -1.6444  0.2618  0.98
C  4.6701  -2.1232  0.5682  -0.72
C  5.3406  -1.6496  1.6814  -0.89
C  4.7651  -0.7188  2.5222  -0.11
C  3.4891  -0.2864  2.2395  -0.25
C  2.7607  -0.7050  1.0987  -0.18
O  1.5693  -0.2384  0.8426  1.72
N  2.8949  0.6388  3.2038  0.95
O  3.6140  1.4984  3.6760  -0.59
O  1.7244  0.4879  3.4911  -0.50
N  6.6844  -2.1443  1.9849  1.03
O  7.2342  -1.7108  2.9784  -0.64
O  7.1639  -2.9698  1.2354  -0.62
H  5.1254  -2.8637  -0.0738  0.68
H  5.2932  -0.3494  3.3877  0.64
F  -3.7554  5.4966  -3.0933  -0.29
C  -2.9929  4.7348  -2.3180  0.51
C  -1.8660  5.2613  -1.7182  0.38
F  -1.5485  6.5387  -1.9078  -0.29
C  -1.0811  4.4589  -0.9038  -0.10
F  -0.0380  5.0524  -0.3136  -0.41
C  -1.3725  3.1208  -0.6814  0.62
P  -0.2941  1.9958  0.2898  0.33
C  1.3594  2.7336  0.1570  1.06
C  1.9417  2.7770  -1.1110  -0.66
C  3.2540  3.1944  -1.2550  -0.77
C  3.9970  3.5503  -0.1363  -0.62
C  3.4248  3.4912  1.1253  -0.61
C  2.1050  3.0841  1.2751  -0.86
C  -0.8601  2.2427  1.9905  0.49
C  -1.0987  1.1137  2.7673  -0.63
C  -1.5345  1.2486  4.0773  -0.76
C  -1.7397  2.5109  4.6099  -0.70
C  -1.5069  3.6434  3.8372  -0.83
C  -1.0680  3.5115  2.5312  -0.21
C  -2.5344  2.6228  -1.2793  -0.29
Br  -3.0854  0.8458  -0.9929  -0.07
C  -3.3296  3.4108  -2.0867  0.23
F  -4.4315  2.9277  -2.6583  -0.33
H  1.3684  2.4748  -1.9813  0.32
H  3.7038  3.2302  -2.2390  0.48
H  5.0266  3.8648  -0.2496  0.41
H  4.0051  3.7471  2.0014  0.42
H  1.6677  3.0275  2.2639  0.43
H  -0.9152  0.1262  2.3589  0.22
H  -1.6974  0.3677  4.6849  0.56
H  -2.0756  2.6184  5.6335  0.41
H  -1.6626  4.6285  4.2574  0.43
H  -0.8753  4.3961  1.9353  0.42
C  -4.0473  -1.6728  3.4488  -1.06
C  -3.8821  -2.3071  2.0908  -0.40
O  -2.4762  -2.3774  1.7815  -0.15
P  -2.0682  -2.3229  0.2251  0.05
O  -2.3967  -3.8458  -0.1686  -0.46
C  -2.3324  -4.2580  -1.5562  0.26
C  -3.4740  -5.2063  -1.8279  -1.45
O  -0.4195  -2.3309  0.4115  0.53
C  0.3070  -3.3111  1.2395  -0.42
C  0.4989  -2.8143  2.6524  -1.18
H  -5.1041  -1.6564  3.7180  0.44
H  -3.6746  -0.6484  3.4442  0.11
H  -3.5072  -2.2428  4.2053  0.30
H  -4.3951  -1.7162  1.3231  0.37
H  -4.2851  -3.3202  2.0654  0.31
H  -1.3657  -4.7384  -1.7095  0.25
H  -2.3712  -3.3774  -2.2002  0.00
H  -3.4240  -6.0675  -1.1617  0.32
H  -3.4207  -5.5614  -2.8575  0.41
H  -4.4328  -4.7084  -1.6812  0.33
H  1.2509  -3.4738  0.7235  0.42
H  -0.2694  -4.2340  1.2027  0.51
H  0.9788  -1.8372  2.6700  0.17
H  1.1358  -3.5243  3.1833  0.50
H  -0.4537  -2.7429  3.1736  0.27
Br  -2.5150  -2.2856  -7.7469  -0.18
C  -1.4920  -1.0978  -6.6955  -0.02
C  -0.8269  -0.0379  -7.2975  -0.17
N  -0.0929  0.8330  -6.6132  -0.63
C  -0.0099  0.6778  -5.2962  -0.32
C  -0.6416  -0.3536  -4.6135  0.31
C  -1.3952  -1.2729  -5.3304  -0.45
C  -0.5139  -0.4920  -3.1422  0.74
O  -0.7549  -1.5726  -2.5574  -0.56
O  -0.1729  0.5362  -2.4558  0.05
H  -0.8902  0.1097  -8.3694  0.38
H  0.5874  1.3989  -4.7520  0.52
H  -1.8818  -2.0936  -4.8216  0.50

Cartesian forces (eV/Å) of the 2 atoms listed first:
Sc 0.4 -0.2 -0.4
O 0.0 0.0 -0.1

Computed properties:
- E (Ha) = -9486.1455
- LUMO level (eV) = -0.28
- frontier orbital gap (Eh) = 0.324

Asked for relative energy (zero: lowest compared OMol25 entry of this formula, charge and spin) across the records above, the calculation gives 68.5 83.1 0.0 kcal/mol in order.